[1]
The following is a DFT calculation (ωB97M-V/def2-TZVPD) of the molecule CH4O2P2 at a distorted geometry.

Values from the calculation:
Calculated total energy = -873.6108 a.u.
LUMO level = -1.28 eV
Energy relative to the best compared isomer or geometry (same formula, charge and spin) = 69.2 kcal/mol
SMILES = C=[PH2]P(=O)=O
Max |F| = 0.037 hartree/bohr
HOMO level = -8.61 eV

```
9
CH4O2P2 | the Open Molecules 2025 dataset | ωB97M-V/def2-TZVPD
H -2.161 1.121 0.308
C -1.142 0.837 0.426
H -0.528 -1.942 0.205
P 1.572 -0.147 -0.221
H -0.363 1.226 1.087
H -1.051 -0.745 -1.677
O 2.256 -1.035 0.704
O 1.998 1.218 -0.502
P -0.581 -0.533 -0.331
```

For reference, the Mulliken charges in units of e are:
1 H 0.2897
2 C -0.6290
3 H 0.0983
4 P 0.8176
5 H 0.2264
6 H 0.1216
7 O -0.5016
8 O -0.4876
9 P 0.0646

---

[2]
The following is a DFT calculation (ωB97M-V/def2-TZVPD) of a cluster of 2 separate species, CH4O2S in total at a distorted geometry.

Values from the calculation:
Calculated total energy = -589.0142 a.u.
LUMO level (alpha / beta) = -1.65 / -0.85 eV
Energy relative to the best compared isomer or geometry (same formula, charge and spin) = 96.5 kcal/mol
Max |F| = 0.108 hartree/bohr
HOMO level (alpha / beta) = -9.55 / -9.55 eV

```
8
CH4O2S | the Open Molecules 2025 dataset | ωB97M-V/def2-TZVPD
H -0.442 -1.744 1.241
C -0.079 -1.453 0.339
S 0.009 1.108 -0.326
H -0.590 -1.420 -0.653
H -0.824 1.770 0.663
O 1.329 1.552 0.122
H 0.978 -1.193 0.285
O -0.382 1.380 -1.670
```

For reference, the Mulliken charges in units of e are:
1 H 0.3456
2 C -0.8901
3 S 0.6309
4 H 0.3513
5 H 0.1834
6 O -0.4951
7 H 0.3279
8 O -0.4539

---

[3]
The following is a DFT calculation (ωB97M-V/def2-TZVPD) of a cluster of 2 separate species, CH4O2S in total at a distorted geometry.

Values from the calculation:
Calculated total energy = -589.1495 a.u.
LUMO level = 0.78 eV
Energy relative to the best compared isomer or geometry (same formula, charge and spin) = 11.5 kcal/mol
SMILES = O=CO.S
Max |F| = 0.061 hartree/bohr
HOMO level = -9.52 eV

```
8
CH4O2S | the Open Molecules 2025 dataset | ωB97M-V/def2-TZVPD
H 2.531 -0.632 0.245
H 2.224 1.338 0.633
S 2.185 0.139 1.274
C -1.053 -0.208 -0.160
O -2.309 -0.480 -0.685
H -0.824 -0.869 0.845
O -0.365 0.699 -0.623
H -2.389 0.012 -1.529
```

For reference, the Mulliken charges in units of e are:
1 H 0.1602
2 H 0.1735
3 S -0.3709
4 C 0.3684
5 O -0.4373
6 H 0.2409
7 O -0.4735
8 H 0.3387

---

[4]
The following is a DFT calculation (ωB97M-V/def2-TZVPD) of a cluster of 2 separate species, CH4O2S in total at a distorted geometry.

Values from the calculation:
Calculated total energy = -589.1508 a.u.
LUMO level = 0.37 eV
Energy relative to the best compared isomer or geometry (same formula, charge and spin) = 10.7 kcal/mol
SMILES = O=CO.S
Max |F| = 0.064 hartree/bohr
HOMO level = -9.94 eV

```
8
CH4O2S | the Open Molecules 2025 dataset | ωB97M-V/def2-TZVPD
H 0.523 -1.692 2.738
S -0.298 2.480 -1.862
O 0.255 -0.897 0.924
H 0.648 3.202 -1.328
H -1.238 2.745 -0.920
O 0.066 -3.088 1.306
C 0.305 -2.004 1.677
H 0.434 -0.030 1.403
```

For reference, the Mulliken charges in units of e are:
1 H 0.1756
2 S -0.2886
3 O -0.4074
4 H 0.1369
5 H 0.1444
6 O -0.4133
7 C 0.2979
8 H 0.3544

---

[5]
The following is a DFT calculation (ωB97M-V/def2-TZVPD) of a cluster of 2 separate species, CH4O3 in total at a distorted geometry.

Values from the calculation:
Calculated total energy = -266.2153 a.u.
LUMO level = 0.27 eV
Energy relative to the best compared isomer or geometry (same formula, charge and spin) = 13.0 kcal/mol
SMILES = O=CO.O
Max |F| = 0.037 hartree/bohr
HOMO level = -11.21 eV

```
8
CH4O3 | the Open Molecules 2025 dataset | ωB97M-V/def2-TZVPD
O -0.306 -0.898 -0.765
H 1.763 -0.984 -1.103
H -1.386 1.288 1.020
H -0.766 0.534 2.232
O 0.956 0.800 -1.598
H -0.056 -1.837 -0.549
O -1.082 1.421 1.946
C 0.877 -0.323 -1.183
```

For reference, the Mulliken charges in units of e are:
1 O -0.4168
2 H 0.2735
3 H 0.3225
4 H 0.3112
5 O -0.4157
6 H 0.3459
7 O -0.6394
8 C 0.2188

---

[6]
The following is a DFT calculation (ωB97M-V/def2-TZVPD) of a cluster of 2 separate species, CH4O3 in total.

Values from the calculation:
Calculated total energy = -266.2154 a.u.
LUMO level = 0.73 eV
Energy relative to the best compared isomer or geometry (same formula, charge and spin) = 12.9 kcal/mol
SMILES = O=CO.O
Max |F| = 0.015 hartree/bohr
HOMO level = -10.90 eV

```
8
CH4O3 | the Open Molecules 2025 dataset | ωB97M-V/def2-TZVPD
H 0.103 0.741 0.634
C -0.392 1.561 2.252
H -0.159 -2.821 -3.156
O 0.426 -2.134 -2.824
H 1.026 -1.945 -3.557
O 0.556 1.132 1.394
H -0.162 1.340 3.303
O -1.399 2.126 1.953
```

For reference, the Mulliken charges in units of e are:
1 H 0.3296
2 C 0.2337
3 H 0.3202
4 O -0.6406
5 H 0.3212
6 O -0.4209
7 H 0.2904
8 O -0.4336

---

[7]
The following is a DFT calculation (ωB97M-V/def2-TZVPD) of a cluster of 2 separate species, CH4O3PS2 in total at a distorted geometry.

Values from the calculation:
Calculated total energy = -1403.9698 a.u.
LUMO level = 3.10 eV
Net charge = -1
Energy relative to the best compared isomer or geometry (same formula, charge and spin) = 9.2 kcal/mol
Max |F| = 0.064 hartree/bohr
HOMO level = -4.30 eV

```
11
CH4O3PS2 | the Open Molecules 2025 dataset | ωB97M-V/def2-TZVPD
H -1.003 1.129 1.550
H 1.582 1.381 -0.072
H 0.812 -2.020 0.504
S 3.054 -0.787 -0.345
O -1.730 0.532 -1.813
C 1.117 -1.101 0.028
O -2.721 -0.604 0.044
S -2.338 0.740 -0.487
H 0.465 -0.751 -0.824
O -0.995 1.218 0.512
P 1.757 0.263 0.901
```

For reference, the Mulliken charges in units of e are:
1 H 0.2993
2 H 0.0615
3 H 0.3469
4 S -0.3002
5 O -0.5747
6 C -0.2569
7 O -0.6022
8 S 0.4670
9 H 0.2131
10 O -0.5584
11 P -0.0955

---

[8]
The following is a DFT calculation (ωB97M-V/def2-TZVPD) of a cluster of 2 separate species, CH4O3S in total at a distorted geometry.

Values from the calculation:
Calculated total energy = -664.1880 a.u.
LUMO level (alpha / beta) = -0.72 / -0.72 eV
Energy relative to the best compared isomer or geometry (same formula, charge and spin) = 146.9 kcal/mol
Max |F| = 0.047 hartree/bohr
HOMO level (alpha / beta) = -8.44 / -8.45 eV

```
9
CH4O3S | the Open Molecules 2025 dataset | ωB97M-V/def2-TZVPD
O -3.967 0.292 0.861
H -1.351 -1.872 -0.577
C -2.253 -1.331 -0.263
H -2.813 -1.540 0.673
S -2.282 0.126 -0.856
H 0.353 2.259 0.987
H 1.485 1.322 0.334
O 0.752 1.411 0.940
O -3.333 1.001 -0.057
```

For reference, the Mulliken charges in units of e are:
1 O -0.5934
2 H 0.2839
3 C -0.3326
4 H 0.3179
5 S 0.2766
6 H 0.3155
7 H 0.3159
8 O -0.6245
9 O 0.0409

---

[9]
The following is a DFT calculation (ωB97M-V/def2-TZVPD) of a cluster of 2 separate species, CH4O3S in total at a distorted geometry.

Values from the calculation:
Calculated total energy = -664.4144 a.u.
LUMO level = 0.43 eV
Energy relative to the best compared isomer or geometry (same formula, charge and spin) = 4.9 kcal/mol
SMILES = O=C(O)O.S
Max |F| = 0.098 hartree/bohr
HOMO level = -9.70 eV

```
9
CH4O3S | the Open Molecules 2025 dataset | ωB97M-V/def2-TZVPD
H 2.283 0.379 0.876
H 0.275 1.602 -0.973
O 2.104 -0.414 0.259
H -3.062 0.086 0.951
C 1.182 -0.046 -0.561
S -1.830 -0.450 0.540
O 0.724 -0.685 -1.395
O 0.785 1.218 -0.256
H -2.461 -1.691 0.560
```

For reference, the Mulliken charges in units of e are:
1 H 0.3638
2 H 0.3533
3 O -0.4551
4 H 0.1661
5 C 0.6616
6 S -0.3018
7 O -0.4398
8 O -0.5028
9 H 0.1546

---

[10]
The following is a DFT calculation (ωB97M-V/def2-TZVPD) of a cluster of 2 separate species, CH4O4 in total at a distorted geometry.

Values from the calculation:
Calculated total energy = -341.3500 a.u.
LUMO level = 0.74 eV
Energy relative to the best compared isomer or geometry (same formula, charge and spin) = 84.8 kcal/mol
SMILES = O=CO.OO
Max |F| = 0.140 hartree/bohr
HOMO level = -10.79 eV

```
9
CH4O4 | the Open Molecules 2025 dataset | ωB97M-V/def2-TZVPD
H 0.820 1.518 1.047
H -0.125 0.592 -0.451
H -1.924 -0.715 -2.118
O 0.708 -0.086 2.066
O -0.829 0.621 -1.096
C -1.252 -0.614 -1.214
H 0.523 -0.893 1.785
O 1.084 0.638 0.921
O -0.852 -1.442 -0.433
```

For reference, the Mulliken charges in units of e are:
1 H 0.3483
2 H 0.4147
3 H 0.2998
4 O -0.2746
5 O -0.4260
6 C 0.2484
7 H 0.3083
8 O -0.4008
9 O -0.5180